(1)
72
Properties=species:S:1:pos:R:3 method="wB97M-V/def2-TZVPD" lumo_energy_ev="2.09 / 2.24" total_charge=-1 homo_ha="-0.14578 / -0.13493" homo_lumo_gap_ev="6.1 / 5.9" total_energy_ev=-100637.4576
Rh -0.028 0.329 0.569
O 2.112 2.058 2.901
C 0.964 2.154 2.495
O 0.098 1.185 2.462
C 0.418 3.497 2.079
C 0.765 4.604 2.843
C 0.260 5.861 2.554
C -0.599 6.019 1.474
C -0.947 4.925 0.700
C -0.442 3.657 0.988
S -0.868 2.385 -0.157
H 1.449 4.456 3.668
H 0.535 6.712 3.165
H -1.000 6.996 1.232
H -1.613 5.042 -0.146
Cl -1.508 -2.790 0.744
C -0.043 -3.721 0.713
C -0.182 -5.090 0.497
C 0.927 -5.915 0.525
C 2.179 -5.369 0.786
C 2.296 -4.007 0.990
C 1.196 -3.145 0.939
P 1.450 -1.348 1.290
C 3.074 -1.026 0.539
C 3.873 -0.019 1.077
C 5.034 0.368 0.424
C 5.397 -0.229 -0.773
C 4.590 -1.213 -1.325
C 3.430 -1.603 -0.679
C 1.735 -1.483 3.088
C 0.617 -1.348 3.906
C 0.727 -1.542 5.274
C 1.956 -1.857 5.837
C 3.075 -1.984 5.026
C 2.964 -1.802 3.656
H -1.170 -5.489 0.319
H 0.812 -6.978 0.356
H 3.058 -5.999 0.830
H 3.275 -3.591 1.191
H 3.562 0.490 1.984
H 5.639 1.162 0.843
H 6.290 0.093 -1.293
H 4.848 -1.659 -2.277
H 2.789 -2.349 -1.137
H -0.331 -1.068 3.464
H -0.147 -1.431 5.903
H 2.044 -1.994 6.908
H 4.038 -2.222 5.460
H 3.844 -1.899 3.032
Te -2.479 0.873 1.425
C -3.717 0.754 -0.263
C -3.493 -0.007 -1.376
C -4.495 0.162 -2.372
C -5.466 1.041 -1.998
S -5.147 1.687 -0.446
H -2.623 -0.643 -1.476
H -4.492 -0.352 -3.323
H -6.343 1.336 -2.551
C 2.960 -0.179 -5.573
N 2.075 -0.283 -4.430
C 1.081 -1.214 -4.425
C 0.262 -1.357 -3.375
C 0.493 -0.487 -2.235
O -0.261 -0.663 -1.228
N 1.455 0.416 -2.242
C 2.278 0.573 -3.310
O 3.182 1.395 -3.371
H 3.589 -1.068 -5.665
H 3.591 0.690 -5.418
H 2.384 -0.055 -6.492
H 1.002 -1.822 -5.319
H -0.529 -2.091 -3.351

=====

(2)
66
Properties=species:S:1:pos:R:3 method="wB97M-V/def2-TZVPD" lumo_energy_ev="-5.58 / -10.09" total_charge=+2 homo_ha="-0.44513 / -0.49570" s_squared=3.7887 multiplicity=4 homo_lumo_gap_ev="6.5 / 3.4" total_energy_ev=-73761.0635
C 3.354 -1.345 2.233
C 2.676 -0.090 2.633
N 1.294 -0.130 2.672
C 0.495 0.968 2.930
C -0.827 0.724 3.473
C -2.030 1.425 3.164
C -3.266 1.091 3.735
C -3.349 -0.001 4.607
C -2.180 -0.730 4.922
C -0.937 -0.338 4.382
C 0.958 2.277 2.611
O 3.353 0.901 2.889
H 2.668 -2.113 1.944
H 3.989 -1.129 1.380
H 3.964 -1.762 3.026
H 0.946 -1.067 2.736
H -1.989 2.276 2.491
H -4.161 1.694 3.528
H -4.306 -0.229 5.085
H -2.252 -1.545 5.635
H -0.034 -0.818 4.765
H 0.047 2.823 2.176
H 1.822 2.294 1.885
O 5.334 5.635 9.903
C 5.200 4.625 9.343
Cr 4.609 3.011 8.448
C 3.099 4.023 7.974
O 2.153 4.649 7.748
C 3.679 2.684 10.084
O 3.013 2.653 11.060
C 6.365 1.846 8.613
C 6.584 2.806 7.597
C 5.622 3.016 6.593
C 4.535 2.117 6.414
C 3.518 2.327 5.378
C 2.589 2.682 4.687
C 1.498 3.338 3.962
C 0.248 3.504 4.783
C 0.020 2.813 6.013
C -1.234 2.862 6.631
C -2.278 3.618 6.079
C -2.045 4.330 4.879
C -0.798 4.249 4.260
C 2.018 4.523 3.159
C 3.147 4.284 2.343
C 3.541 5.232 1.385
C 2.805 6.433 1.230
C 1.786 6.729 2.150
C 1.439 5.795 3.133
C 4.329 1.162 7.437
C 5.279 0.949 8.456
H 7.043 1.780 9.465
H 7.464 3.462 7.643
H 5.681 3.879 5.910
H 0.826 2.211 6.452
H -1.379 2.245 7.535
H -3.282 3.578 6.500
H -2.864 4.857 4.367
H -0.698 4.766 3.309
H 3.668 3.324 2.401
H 4.408 4.994 0.727
H 3.042 7.060 0.369
H 1.217 7.656 2.077
H 0.680 6.106 3.853
H 3.391 0.589 7.404
H 5.121 0.111 9.143

=====

(3)
74
Properties=species:S:1:pos:R:3 method="wB97M-V/def2-TZVPD" lumo_energy_ev="-2.58 / -1.55" total_charge=0 homo_ha="-0.31948 / -0.32226" s_squared=0.8085 multiplicity=2 homo_lumo_gap_ev="6.1 / 7.2" total_energy_ev=-109910.8621
Mn 1.198 0.211 0.051
C -5.858 1.645 -2.773
C -4.529 1.771 -2.071
C -4.440 2.386 -0.820
C -3.217 2.533 -0.186
C -2.073 2.049 -0.811
C -2.133 1.435 -2.054
C -3.364 1.302 -2.674
S -0.539 2.170 0.022
O -0.515 3.388 0.765
O 0.518 1.901 -0.978
N -0.389 0.836 0.882
C -0.571 0.461 2.204
C -1.442 0.978 3.124
C -1.534 0.390 4.406
C -0.786 -0.701 4.745
C 0.123 -1.253 3.811
C 0.924 -2.394 4.055
C 1.723 -2.881 3.063
C 1.782 -2.213 1.828
N 1.111 -1.119 1.594
C 0.244 -0.653 2.553
H -6.680 1.617 -2.058
H -5.897 0.745 -3.388
H -6.021 2.503 -3.431
H -5.339 2.761 -0.344
H -3.141 3.034 0.774
H -1.225 1.068 -2.517
H -3.423 0.821 -3.644
H -2.047 1.838 2.864
H -2.228 0.807 5.125
H -0.882 -1.156 5.724
H 0.884 -2.875 5.026
H 2.329 -3.765 3.210
H 2.395 -2.591 1.023
N -5.680 -4.938 -4.858
C -4.833 -4.396 -4.299
C -3.772 -3.707 -3.600
C -2.445 -3.904 -3.977
C -1.433 -3.232 -3.316
C -1.730 -2.357 -2.268
C -3.065 -2.171 -1.894
C -4.078 -2.839 -2.555
C -0.689 -1.643 -1.583
C 0.181 -1.037 -1.002
H -2.215 -4.580 -4.790
H -0.399 -3.374 -3.605
H -3.294 -1.496 -1.080
H -5.112 -2.693 -2.268
F 4.066 -1.033 0.998
C 3.978 -0.970 -0.350
C 2.834 -0.508 -0.962
C 2.886 -0.463 -2.341
F 1.847 0.018 -3.042
C 3.974 -0.883 -3.076
F 3.964 -0.832 -4.410
C 5.088 -1.366 -2.419
F 6.143 -1.795 -3.107
C 5.093 -1.400 -1.041
F 6.170 -1.847 -0.388
C 4.953 2.080 1.672
Si 3.127 2.299 1.969
C 2.711 1.851 3.734
C 2.716 4.088 1.690
O 2.263 1.283 0.998
H 5.512 2.819 2.257
H 5.196 2.230 0.614
H 5.291 1.081 1.963
H 3.364 2.390 4.429
H 2.846 0.776 3.902
H 1.672 2.106 3.973
H 3.121 4.673 2.524
H 1.635 4.256 1.645
H 3.159 4.460 0.762

=====

(4)
77
Properties=species:S:1:pos:R:3 method="wB97M-V/def2-TZVPD" lumo_energy_ev=1.74 total_charge=-1 homo_ha=-0.16202 homo_lumo_gap_ev=6.2 total_energy_ev=-163924.1995
W 0.694 0.868 0.222
O 1.444 2.101 1.507
C 1.131 3.234 2.112
C 2.152 4.042 2.624
C 1.829 5.232 3.239
C 0.497 5.636 3.377
C -0.510 4.826 2.903
C -0.205 3.618 2.258
C -1.245 2.693 1.917
N -1.097 1.574 1.263
N -2.275 0.827 1.423
C -2.373 -0.276 0.798
O -1.494 -0.685 -0.116
C -3.471 -1.153 1.292
C -3.140 -2.359 1.902
C -4.134 -3.138 2.472
C -5.458 -2.723 2.423
C -5.785 -1.519 1.816
C -4.791 -0.725 1.264
H 3.173 3.714 2.487
H 2.620 5.868 3.617
H 0.262 6.574 3.863
H -1.548 5.110 3.029
H -2.231 2.882 2.328
H -2.110 -2.693 1.921
H -3.873 -4.073 2.950
H -6.234 -3.335 2.864
H -6.816 -1.192 1.779
H -5.031 0.226 0.807
S -0.239 1.681 -1.853
C 0.836 0.594 -2.707
S 1.241 -0.703 -1.636
C 1.312 0.782 -3.974
C 2.170 -0.174 -4.592
N 2.850 -0.940 -5.117
C 0.891 1.902 -4.748
N 0.540 2.806 -5.369
C 0.159 -1.386 3.092
Si 1.041 -1.352 1.404
C 2.876 -1.550 1.833
C 0.552 -3.009 0.530
C 1.266 -4.112 1.015
C 1.112 -5.393 0.507
C 0.220 -5.619 -0.528
C -0.519 -4.553 -1.013
C -0.372 -3.258 -0.507
Si -1.567 -2.027 -1.253
C -1.442 -1.567 -3.063
C -3.296 -2.780 -1.218
H 0.324 -2.337 3.607
H -0.917 -1.212 3.028
H 0.572 -0.589 3.717
H 3.049 -2.286 2.623
H 3.271 -0.592 2.181
H 3.454 -1.836 0.951
H 1.985 -3.973 1.813
H 1.698 -6.209 0.913
H 0.097 -6.609 -0.948
H -1.232 -4.740 -1.811
H -2.243 -2.078 -3.601
H -0.486 -1.827 -3.507
H -1.591 -0.494 -3.191
H -3.374 -3.381 -2.127
H -4.080 -2.024 -1.278
H -3.507 -3.422 -0.369
F 3.778 5.005 -4.914
C 3.693 4.163 -3.880
C 2.836 4.429 -2.829
F 2.093 5.542 -2.842
C 2.766 3.554 -1.759
F 1.957 3.905 -0.746
C 3.503 2.379 -1.698
Se 3.431 1.135 -0.250
C 4.371 2.155 -2.765
F 5.152 1.070 -2.783
C 4.471 3.019 -3.840
F 5.317 2.760 -4.846